[1]
82
Properties=species:S:1:pos:R:3:mulliken_charge:R:1 method="wB97M-V/def2-TZVPD" total_energy_ha=-2455.9004 e_homo_ev="-3.451 / -6.398" e_lumo_ev="0.2 / 0.2" max_force_ev_per_a=0.47 spin_multiplicity=2
Hg -0.269 0.077 0.292 1.847
C -2.346 -2.439 -0.886 -0.703
C -1.012 -2.733 -1.512 0.463
C -0.802 -3.975 -2.117 -0.862
C 0.386 -4.222 -2.764 -0.797
C 1.306 -3.184 -2.857 -0.611
C 1.046 -1.970 -2.236 -0.568
N -0.080 -1.778 -1.515 0.877
Sb 2.410 -0.434 -2.960 0.695
C 0.883 0.929 -3.598 0.151
C 1.198 1.825 -4.611 -0.811
C 0.181 2.626 -5.114 -0.543
C -1.092 2.483 -4.601 -0.847
C -1.327 1.548 -3.590 0.650
C -2.705 1.340 -3.037 -1.199
N -0.344 0.791 -3.104 0.380
C 3.321 0.597 -1.278 -0.442
C 4.663 0.276 -1.095 -0.541
C 5.429 1.044 -0.231 -0.645
C 4.839 2.128 0.379 -0.713
C 3.485 2.392 0.156 0.857
C 2.852 3.590 0.805 -1.440
N 2.739 1.624 -0.646 0.456
H -3.096 -2.345 -1.674 0.548
H -2.348 -1.506 -0.320 -0.794
H -2.663 -3.262 -0.241 0.446
H -1.581 -4.724 -2.073 0.527
H 0.581 -5.182 -3.223 0.413
H 2.224 -3.313 -3.417 0.457
H 2.212 1.906 -4.984 0.419
H 0.381 3.343 -5.900 0.410
H -1.913 3.080 -4.978 0.478
H -3.342 0.867 -3.790 0.455
H -3.159 2.292 -2.760 0.332
H -2.661 0.707 -2.155 -0.101
H 5.097 -0.563 -1.627 0.445
H 6.474 0.814 -0.062 0.425
H 5.412 2.787 1.019 0.461
H 3.247 4.507 0.365 0.435
H 3.084 3.619 1.871 0.395
H 1.776 3.582 0.665 0.096
C -0.598 -1.683 3.391 -0.892
C -0.591 -0.174 3.549 -0.972
N 0.511 0.465 2.838 0.107
C 1.860 0.185 3.294 -0.944
C 2.472 -1.109 2.714 -1.001
N 2.050 -1.446 1.360 0.395
C 1.749 -2.857 1.174 -0.608
C 0.392 -3.262 1.813 -0.929
N -0.531 -2.144 1.999 -0.031
H -1.497 -2.060 3.889 0.464
H 0.251 -2.104 3.931 0.495
H -0.584 0.054 4.626 0.470
H -1.515 0.224 3.120 0.183
H 0.346 1.462 2.851 0.259
H 1.913 0.119 4.391 0.296
H 2.490 1.021 2.993 0.314
H 2.214 -1.945 3.364 0.387
H 3.562 -1.014 2.765 0.542
H 2.717 -1.117 0.675 -0.108
H 2.530 -3.514 1.584 0.482
H 1.710 -3.041 0.112 0.039
H 0.576 -3.749 2.776 0.516
H -0.064 -4.017 1.170 0.505
H -1.460 -2.367 1.664 -0.100
S -2.959 3.789 0.213 -0.403
C -1.505 4.097 -0.687 -1.036
C -0.692 2.997 -0.703 -0.254
C -1.211 1.897 0.010 -0.569
C -2.471 2.130 0.558 0.301
C -3.321 1.218 1.217 0.831
C -4.558 1.616 1.815 -1.478
C -5.367 0.696 2.410 -0.388
C -4.970 -0.667 2.426 -1.246
C -3.762 -0.974 1.836 0.088
N -2.934 -0.112 1.252 0.198
H -1.340 5.062 -1.139 0.458
H 0.264 2.978 -1.209 0.771
H -4.841 2.660 1.796 0.372
H -6.300 1.002 2.866 0.405
H -5.584 -1.439 2.869 0.417
H -3.436 -2.017 1.830 0.165

=====

[2]
78
Properties=species:S:1:pos:R:3:mulliken_charge:R:1 method="wB97M-V/def2-TZVPD" total_energy_ha=-1744.5470 de_lowest_kcal_mol=50.9 e_homo_ev="-2.931 / -2.921" e_lumo_ev="2.3 / 2.3" max_force_ev_per_a=5.49 charge=-1
In -0.902 -0.537 -0.419 0.632
N 0.251 -3.162 3.119 -0.456
N -0.709 -3.014 -2.213 -0.343
C 1.013 2.190 -0.411 0.440
C 2.063 1.274 -0.111 0.477
C 1.951 0.921 1.269 -0.094
C 2.727 -0.114 1.971 -1.492
H 3.653 -0.345 1.436 0.429
H 2.136 -1.045 2.063 0.301
H 2.944 0.180 3.001 0.358
C 0.837 1.618 1.821 1.271
C 0.303 1.435 3.186 -1.573
H 0.733 2.174 3.881 0.331
H 0.535 0.432 3.560 0.330
H -0.787 1.562 3.206 0.268
C 0.265 2.417 0.787 0.339
C -0.927 3.285 0.923 -1.417
H -1.701 2.821 1.549 0.219
H -1.366 3.512 -0.057 0.324
H -0.658 4.245 1.391 0.285
C 3.062 0.750 -1.069 -1.038
H 3.954 1.397 -1.093 0.258
H 2.665 0.711 -2.092 -0.078
H 3.393 -0.261 -0.792 0.384
C 0.744 2.797 -1.739 -1.122
H -0.309 3.089 -1.850 0.225
H 0.982 2.107 -2.561 0.002
H 1.354 3.705 -1.880 0.278
C -0.411 -4.018 3.826 -0.193
H -0.083 -4.220 4.854 0.318
C -1.536 -4.752 3.342 -0.589
H -2.028 -5.479 4.028 0.324
C -1.871 -4.537 1.995 -0.525
H -2.665 -5.202 1.597 0.337
C -1.184 -3.581 1.241 -0.105
H -1.440 -3.429 0.191 0.319
C -0.208 -2.792 1.928 0.349
C 0.218 -1.428 1.703 -1.072
H 0.824 -1.436 0.795 0.803
C -0.850 -1.686 -2.362 -0.509
C 0.409 -3.314 -2.995 -1.214
H 1.133 -4.149 -2.796 0.322
C 0.227 -2.523 -4.123 -0.198
H 0.556 -2.731 -5.128 0.864
N -0.456 -1.395 -3.713 0.216
C -0.625 -0.188 -4.404 0.590
C 0.483 0.269 -5.109 0.996
C 0.337 1.470 -5.801 -1.185
H 1.168 1.810 -6.409 0.284
C -0.819 2.239 -5.710 0.789
C -0.973 3.468 -6.562 -1.523
H -1.503 4.261 -6.030 0.373
H -1.552 3.247 -7.466 0.292
H -0.003 3.853 -6.888 0.355
C -1.831 1.833 -4.836 -0.841
H -2.681 2.495 -4.687 0.379
C -1.783 0.584 -4.206 1.427
C -2.923 0.154 -3.349 -2.077
H -2.986 -0.933 -3.252 0.404
H -3.881 0.535 -3.741 0.605
H -2.848 0.582 -2.336 0.041
C 1.801 -0.405 -5.025 -1.454
H 1.808 -1.434 -5.398 0.361
H 2.207 -0.393 -4.002 0.156
H 2.506 0.145 -5.662 0.387
N -2.486 -1.375 2.863 -0.006
C -3.363 -0.721 2.093 0.569
C -4.659 -0.657 2.631 -0.978
C -5.549 0.169 1.985 -0.347
C -5.122 0.910 0.870 -1.244
C -3.828 0.750 0.387 0.032
N -2.957 -0.110 0.954 0.143
H -2.741 -2.100 3.525 0.373
H -1.614 -1.478 2.414 -0.538
H -4.813 -1.240 3.543 0.368
H -6.557 0.225 2.367 0.385
H -5.797 1.604 0.370 0.399
H -3.480 1.321 -0.480 0.495

=====

[3]
89
Properties=species:S:1:pos:R:3:mulliken_charge:R:1 method="wB97M-V/def2-TZVPD" total_energy_ha=-5104.9101 de_lowest_kcal_mol=18.3 e_homo_ev="-12.864 / -12.848" e_lumo_ev="-7.2 / -6.9" max_force_ev_per_a=1.16 spin_multiplicity=2 charge=+2
W 0.645 0.129 0.469 -0.651
Cl -2.820 4.143 4.991 -0.163
C -1.828 3.641 3.681 0.072
C -1.680 2.283 3.450 -0.551
C -0.883 1.862 2.394 0.081
N -0.598 0.526 2.034 1.071
C -0.835 -0.496 2.949 0.242
O -1.181 -0.385 4.098 -0.630
C -0.615 -1.845 2.339 0.290
C -1.031 -3.004 2.960 -1.187
C -0.822 -4.206 2.302 -0.741
C -0.186 -4.198 1.066 -0.922
C 0.228 -2.996 0.526 -0.208
N 0.000 -1.831 1.155 0.597
C -0.289 2.784 1.544 -0.274
C -0.423 4.148 1.782 -0.974
C -1.179 4.568 2.865 -0.016
Cl -1.291 6.259 3.171 -0.159
N 0.409 2.159 0.478 1.261
C 0.971 2.954 -0.520 0.029
O 1.066 4.154 -0.542 -0.656
C 1.472 2.138 -1.663 0.584
C 1.908 2.706 -2.842 -0.707
C 2.353 1.860 -3.846 -0.790
C 2.349 0.487 -3.623 -0.818
C 1.900 -0.003 -2.412 -0.321
N 1.472 0.820 -1.438 0.439
H -2.174 1.583 4.102 0.659
H -1.515 -2.932 3.924 0.649
H -1.156 -5.137 2.741 0.527
H -0.003 -5.112 0.519 0.562
H 0.739 -2.955 -0.425 0.273
H 0.043 4.885 1.154 0.775
H 1.881 3.782 -2.939 0.659
H 2.691 2.261 -4.792 0.506
H 2.670 -0.209 -4.385 0.604
H 1.874 -1.065 -2.211 0.331
C 2.552 3.169 3.909 -0.513
O 2.901 1.849 4.376 -0.533
C 2.575 0.835 3.587 0.526
O 2.077 0.977 2.471 0.064
N 2.866 -0.334 4.189 -0.309
N 2.448 -1.547 3.638 -0.366
H 3.004 3.850 4.621 0.345
H 1.469 3.280 3.905 0.174
H 2.949 3.337 2.911 0.207
H 3.219 -0.286 5.134 0.258
H 1.821 -2.009 4.290 0.274
H 3.256 -2.143 3.499 0.274
O 2.271 -1.047 0.280 -0.001
N 3.554 -0.703 0.021 0.069
C 4.025 0.524 0.300 -0.089
C 5.312 0.850 -0.076 -1.257
C 6.097 -0.093 -0.724 -0.299
C 5.595 -1.370 -0.943 -0.786
C 4.304 -1.658 -0.560 -0.313
H 3.366 1.169 0.867 0.680
H 5.685 1.838 0.152 0.529
H 7.099 0.159 -1.043 0.492
H 6.190 -2.144 -1.404 0.496
H 3.822 -2.615 -0.686 0.517
C -3.428 -1.447 -5.585 -1.418
C -2.503 -0.845 -4.536 -0.364
C -2.158 -1.835 -3.426 -0.417
C -1.034 -1.316 -2.514 -0.425
Ge -1.488 -0.123 -0.989 1.151
C -3.016 -0.633 0.150 -0.487
C -4.019 -1.726 -0.270 -0.711
C -5.334 -1.151 -0.796 -0.800
C -5.210 -0.403 -2.117 -0.613
H -3.689 -0.721 -6.353 0.382
H -4.358 -1.799 -5.135 0.292
H -2.958 -2.299 -6.078 0.361
H -2.970 0.044 -4.102 0.258
H -1.576 -0.510 -5.014 0.381
H -1.844 -2.779 -3.880 0.595
H -3.062 -2.058 -2.865 -0.097
H -0.370 -0.705 -3.132 0.084
H -0.425 -2.153 -2.154 0.218
H -1.866 1.204 -1.691 -0.179
H -3.544 0.310 0.320 0.685
H -2.602 -0.904 1.120 0.125
H -4.245 -2.339 0.606 0.409
H -3.584 -2.406 -1.004 0.310
H -5.738 -0.477 -0.035 0.324
H -6.056 -1.963 -0.900 0.433
H -4.355 0.280 -2.120 0.078
H -6.097 0.197 -2.317 0.457
H -5.088 -1.092 -2.954 0.086

=====

Please write out number 1 again, unchanged.
82
Properties=species:S:1:pos:R:3:mulliken_charge:R:1 method="wB97M-V/def2-TZVPD" total_energy_ha=-2455.9004 e_homo_ev="-3.451 / -6.398" e_lumo_ev="0.2 / 0.2" max_force_ev_per_a=0.47 spin_multiplicity=2
Hg -0.269 0.077 0.292 1.847
C -2.346 -2.439 -0.886 -0.703
C -1.012 -2.733 -1.512 0.463
C -0.802 -3.975 -2.117 -0.862
C 0.386 -4.222 -2.764 -0.797
C 1.306 -3.184 -2.857 -0.611
C 1.046 -1.970 -2.236 -0.568
N -0.080 -1.778 -1.515 0.877
Sb 2.410 -0.434 -2.960 0.695
C 0.883 0.929 -3.598 0.151
C 1.198 1.825 -4.611 -0.811
C 0.181 2.626 -5.114 -0.543
C -1.092 2.483 -4.601 -0.847
C -1.327 1.548 -3.590 0.650
C -2.705 1.340 -3.037 -1.199
N -0.344 0.791 -3.104 0.380
C 3.321 0.597 -1.278 -0.442
C 4.663 0.276 -1.095 -0.541
C 5.429 1.044 -0.231 -0.645
C 4.839 2.128 0.379 -0.713
C 3.485 2.392 0.156 0.857
C 2.852 3.590 0.805 -1.440
N 2.739 1.624 -0.646 0.456
H -3.096 -2.345 -1.674 0.548
H -2.348 -1.506 -0.320 -0.794
H -2.663 -3.262 -0.241 0.446
H -1.581 -4.724 -2.073 0.527
H 0.581 -5.182 -3.223 0.413
H 2.224 -3.313 -3.417 0.457
H 2.212 1.906 -4.984 0.419
H 0.381 3.343 -5.900 0.410
H -1.913 3.080 -4.978 0.478
H -3.342 0.867 -3.790 0.455
H -3.159 2.292 -2.760 0.332
H -2.661 0.707 -2.155 -0.101
H 5.097 -0.563 -1.627 0.445
H 6.474 0.814 -0.062 0.425
H 5.412 2.787 1.019 0.461
H 3.247 4.507 0.365 0.435
H 3.084 3.619 1.871 0.395
H 1.776 3.582 0.665 0.096
C -0.598 -1.683 3.391 -0.892
C -0.591 -0.174 3.549 -0.972
N 0.511 0.465 2.838 0.107
C 1.860 0.185 3.294 -0.944
C 2.472 -1.109 2.714 -1.001
N 2.050 -1.446 1.360 0.395
C 1.749 -2.857 1.174 -0.608
C 0.392 -3.262 1.813 -0.929
N -0.531 -2.144 1.999 -0.031
H -1.497 -2.060 3.889 0.464
H 0.251 -2.104 3.931 0.495
H -0.584 0.054 4.626 0.470
H -1.515 0.224 3.120 0.183
H 0.346 1.462 2.851 0.259
H 1.913 0.119 4.391 0.296
H 2.490 1.021 2.993 0.314
H 2.214 -1.945 3.364 0.387
H 3.562 -1.014 2.765 0.542
H 2.717 -1.117 0.675 -0.108
H 2.530 -3.514 1.584 0.482
H 1.710 -3.041 0.112 0.039
H 0.576 -3.749 2.776 0.516
H -0.064 -4.017 1.170 0.505
H -1.460 -2.367 1.664 -0.100
S -2.959 3.789 0.213 -0.403
C -1.505 4.097 -0.687 -1.036
C -0.692 2.997 -0.703 -0.254
C -1.211 1.897 0.010 -0.569
C -2.471 2.130 0.558 0.301
C -3.321 1.218 1.217 0.831
C -4.558 1.616 1.815 -1.478
C -5.367 0.696 2.410 -0.388
C -4.970 -0.667 2.426 -1.246
C -3.762 -0.974 1.836 0.088
N -2.934 -0.112 1.252 0.198
H -1.340 5.062 -1.139 0.458
H 0.264 2.978 -1.209 0.771
H -4.841 2.660 1.796 0.372
H -6.300 1.002 2.866 0.405
H -5.584 -1.439 2.869 0.417
H -3.436 -2.017 1.830 0.165